The following is a quantum chemistry calculation of a cluster of 2 separate species, C6H16 in total, from the OMol25 dataset.

SMILES   CCC.CCC
Total charge   0
HOMO level   -11.030 eV
Energy relative to the best compared isomer or geometry (same formula, charge and spin)   14.90 kcal/mol

XYZ file:
```
22
Properties=species:S:1:pos:R:3:forces:R:3:mulliken_charge:R:1
C -0.0397 -1.3296 1.3419 0.78 0.95 0.85 0.676
H 2.1028 1.2532 -2.6287 0.10 -0.08 -0.99 0.378
H 1.6776 2.7804 -1.9663 -0.14 0.06 0.24 0.306
H -0.0670 -0.4995 0.6341 -0.63 -0.42 -0.44 -0.519
C -1.2122 -1.2800 2.3195 -0.40 0.35 -0.47 -1.329
C -0.3642 2.1865 -0.6055 -0.72 -1.35 1.44 -1.191
H 0.8530 -1.0031 1.8926 0.14 -0.57 0.15 0.270
H -1.0040 -1.7724 3.2675 0.05 -0.31 -0.11 0.345
H -1.1230 1.7338 0.0473 -0.26 -0.07 -0.27 0.337
H -1.5405 -0.2707 2.5791 0.22 0.09 -0.14 0.395
H 0.3445 2.5115 0.1561 0.29 0.62 -0.43 0.329
H -0.5341 -2.8603 -0.1024 -0.46 -0.33 0.00 0.322
H -0.4896 0.6105 -2.0798 0.10 -0.23 -0.02 0.271
C 0.1276 -2.7192 0.7392 0.78 0.50 0.32 -1.187
H 1.1388 -2.9068 0.3712 0.02 0.19 -0.04 0.348
H -0.0226 -3.4278 1.5544 -0.31 -0.30 -0.31 0.341
H 0.8835 0.4577 -0.9614 0.17 -0.88 0.77 0.204
H 0.6730 2.2613 -3.2980 0.55 -0.20 -0.47 0.306
C 1.2567 1.9017 -2.4534 -0.85 -0.50 0.89 -1.185
H -2.0617 -1.7485 1.8240 -0.24 -0.19 0.26 0.318
H -0.8693 2.9909 -1.1300 0.33 0.22 -0.15 0.374
C 0.2702 1.1304 -1.5013 0.47 2.47 -1.10 -0.110
```
Forces are in eV/Å.